*a*
Density functional theory data (the ωB97M-V functional and the def2-TZVPD basis) for the molecule C5H6N2.

```
13
C5H6N2 the ωB97M-V functional and the def2-TZVPD basis
N 2.48665 -1.18365 0.97424
C 1.66834 -0.36662 0.93621
C 0.64932 0.61437 0.56872
C 0.34260 0.59652 -0.95053
C -1.08316 0.27290 -0.53171
C -1.11950 -0.95417 0.27419
N -0.76620 0.30616 0.93860
H 0.91051 1.60518 0.94668
H 0.85527 -0.17424 -1.53461
H 0.48798 1.56922 -1.41854
H -1.97161 0.75695 -0.92453
H -0.35854 -1.72203 0.13443
H -2.08797 -1.32378 0.59660
```

The value obtained for the HOMO energy is -0.3637 Eh. As for the SMILES: N#C[C@H]1C[C@H]2CN21. Its charge is 0.


*b*
Density functional theory data (the ωB97M-V functional and the def2-TZVPD basis) for a cluster of 2 separate species, C5H6N2 in total.

```
13
C5H6N2 the ωB97M-V functional and the def2-TZVPD basis
C -0.76375 2.15748 0.51856
C 0.69094 -0.90502 0.76086
C -0.57860 -0.58743 0.99607
C 1.06616 -0.62715 -0.65414
C -1.09982 -0.10386 -0.27649
N -0.55142 3.21450 0.90063
N -0.20841 -0.35965 -1.25459
H 1.40848 -1.38187 1.34632
H -0.99985 -0.70023 2.01786
H 1.64658 0.28215 -0.71579
H 1.53829 -1.49211 -0.91901
H -1.98177 0.47709 -0.54857
H -0.16684 0.02612 -2.17172
```

The value obtained for the HOMO energy (alpha / beta) is -0.3272 / -0.3272 Eh. Its charge is 0.


*c*
Density functional theory data (the ωB97M-V functional and the def2-TZVPD basis) for the molecule C5H6N2.

```
13
C5H6N2 the ωB97M-V functional and the def2-TZVPD basis
N -3.29359 -0.32163 0.10367
C -2.17540 -0.58865 0.04070
C -0.75240 -0.87177 -0.12929
C 1.35928 -0.02318 -1.25269
C 1.33358 0.35541 0.18079
C 0.24725 1.27119 0.62511
N 0.10192 -0.15468 0.84380
H -0.56106 -1.94427 -0.03553
H -0.49900 -0.56214 -1.15024
H 1.96413 -0.94718 -1.34488
H 2.22752 0.20433 0.78109
H -0.34459 1.70232 -0.17841
H 0.39237 1.88025 1.51587
```

The value obtained for the HOMO energy (alpha / beta) is -0.3334 / -0.3307 Eh. Its charge is 0.


*a* is preferred energetically. Next in line: 111.8 kJ/mol higher.


*a*
Density functional theory data (the ωB97M-V functional and the def2-TZVPD basis) for a structure of composition C5H6N2.

```
13
C5H6N2 the ωB97M-V functional and the def2-TZVPD basis
C -1.89614 -0.34464 -0.66900
C -0.20181 -0.52981 -1.89471
C -0.85863 -0.28005 0.11514
C 0.37151 -0.53434 0.76048
C 1.27282 1.04769 1.56953
N -1.51116 -0.52928 -1.99234
N 0.27375 -0.38995 -0.68136
H -2.88541 -0.02544 -0.44115
H 0.49149 -0.49949 -2.68705
H 0.70608 -1.60110 1.07683
H 1.75480 1.37258 0.64283
H 1.93959 0.45660 2.18419
H 0.54311 1.85723 2.01661
```

The value obtained for the HOMO energy is -0.3210 Eh. Its charge is 0.


*b*
Density functional theory data (the ωB97M-V functional and the def2-TZVPD basis) for the molecule C5H6N2.

```
13
C5H6N2 the ωB97M-V functional and the def2-TZVPD basis
N -0.49079 -1.58409 2.48351
C -0.68942 -1.18643 1.40862
C -0.80564 -1.05296 0.00433
C -0.47858 0.00155 -0.98601
C 0.02272 1.31281 -0.46360
C 1.09631 0.46814 0.25449
N 0.63005 -0.81298 -0.49451
H -1.39537 -1.88724 -0.40194
H -0.82350 -0.24361 -1.98431
H 0.43074 1.90757 -1.27857
H -0.67161 1.88288 0.15145
H 2.12232 0.70282 -0.04506
H 1.05275 0.49153 1.35161
```

The value obtained for the HOMO energy is -0.3578 Eh. As for the SMILES: N#C[C@H]1[C@H]2CCN21. Its charge is 0.


*b* is preferred energetically. Next in line: 226.8 kJ/mol higher.


*a*
Density functional theory data (the ωB97M-V functional and the def2-TZVPD basis) for the molecule C5H6N2.

```
13
C5H6N2 the ωB97M-V functional and the def2-TZVPD basis
N 2.38318 -1.63157 0.74479
C 1.69644 -0.60749 0.65746
C 1.03221 0.50312 0.46084
C 0.28112 0.71998 -0.82354
C -1.20945 0.50798 -0.64507
C -1.78132 -0.34612 0.37545
N -1.86463 0.87190 0.67506
H 0.92615 1.20600 1.28043
H 0.65690 0.03167 -1.58999
H 0.44778 1.73236 -1.20666
H -1.80072 0.75715 -1.52346
H 1.84017 -2.42931 1.06435
H -2.08445 -1.29938 0.78923
```

The value obtained for the HOMO energy is -0.3319 Eh. As for the SMILES: N=C=CC[C@H]1C=N1. Its charge is 0.


*b*
Density functional theory data (the ωB97M-V functional and the def2-TZVPD basis) for the molecule C5H6N2.

```
13
C5H6N2 the ωB97M-V functional and the def2-TZVPD basis
C 1.76337 0.76755 0.81636
C 0.53084 0.24601 0.07250
C -1.58374 -0.01210 -0.28647
C -0.86724 -1.22637 -0.90252
C 0.42252 -1.07110 -0.68496
H 1.79193 1.90634 0.80386
H 1.61462 0.55605 1.97454
H 2.71355 0.37586 0.47114
H -2.87710 1.04868 0.18290
H -1.36932 -1.98140 -1.54797
H 1.28847 -1.65291 -0.89833
N -0.61114 0.83807 0.32710
N -2.81677 0.20531 -0.32814
```

The value obtained for the HOMO energy is -0.3696 Eh. As for the SMILES: [H]/N=C1/C=CC(C)=N1. Its charge is 0.


*c*
Density functional theory data (the ωB97M-V functional and the def2-TZVPD basis) for a structure of composition C5H6N2.

```
13
C5H6N2 the ωB97M-V functional and the def2-TZVPD basis
N -0.39732 -1.06684 1.77314
C -1.09202 -0.12541 1.45631
C -1.04364 0.88755 0.49001
C 0.45607 0.96839 -0.18013
C 1.04296 -0.32401 -0.15377
C -0.10950 -0.77388 -1.05606
N -0.76657 0.57320 -0.91509
H -1.56562 1.83259 0.59955
H 0.87119 1.97277 -0.19362
H 2.08848 -0.56785 -0.26259
H 0.68167 -1.01587 1.63867
H 0.18883 -0.83827 -2.10938
H -0.73621 -1.63341 -0.80030
```

The value obtained for the HOMO energy (alpha / beta) is -0.2845 / -0.2845 Eh. Its charge is 0.


*d*
Density functional theory data (the ωB97M-V functional and the def2-TZVPD basis) for a cluster of 2 separate species, C5H6N2 in total.

```
13
C5H6N2 the ωB97M-V functional and the def2-TZVPD basis
C 0.32138 0.75319 -0.71690
C 1.45931 0.75124 -0.29766
H -0.68921 0.75492 -1.08923
H 2.46990 0.74951 0.07467
N 4.14947 0.72940 1.88284
C 3.06547 0.44031 2.58517
C 4.07024 2.07955 1.63829
C 2.92836 2.61085 2.19780
N 2.29999 1.54827 2.79803
H 2.78809 -0.54438 2.96139
H 4.84036 2.60209 1.07088
H 2.51788 3.62030 2.22234
H 1.41640 1.58148 3.31251
```

The value obtained for the HOMO energy is -0.3320 Eh. As for the SMILES: c1c[nH]cn1.C#C. Its charge is 0.


*b* is preferred energetically. Next in line: 82.6 kJ/mol higher.


*a*
Density functional theory data (the ωB97M-V functional and the def2-TZVPD basis) for a cluster of 2 separate species, CH5NO2 in total.

```
9
CH5NO2 the ωB97M-V functional and the def2-TZVPD basis
C -1.77283 0.15828 0.39141
N -1.17715 -0.35413 -0.57891
O 2.72503 0.64499 -0.17433
O 1.96487 -0.63129 -0.02296
H -1.22308 1.01077 0.68967
H 1.28882 -0.45567 -0.64802
H -2.44063 -0.30226 1.12473
H -1.34433 -1.31920 -0.78920
H 1.97929 1.24851 0.00761
```

The value obtained for the HOMO energy is -0.3853 Eh. As for the SMILES: C=N.OO. Its charge is 0.


*b*
Density functional theory data (the ωB97M-V functional and the def2-TZVPD basis) for a cluster of 2 separate species, CH5NO2 in total.

```
9
CH5NO2 the ωB97M-V functional and the def2-TZVPD basis
C 2.72483 -1.93431 0.40482
H 0.38811 -0.01815 -0.17019
H 3.04337 -1.12467 1.04346
H 1.63316 -1.92763 0.31816
H 3.09598 -2.91315 0.72132
H 3.12519 -1.77367 -0.59653
N -1.22895 0.69237 -0.65612
O -0.28078 0.44163 0.35575
O -2.09824 1.37294 -0.24978
```

The value obtained for the HOMO energy is -0.3945 Eh. As for the SMILES: O=NO.C. Its charge is 0.


*c*
Density functional theory data (the ωB97M-V functional and the def2-TZVPD basis) for a cluster of 2 separate species, CH5NO2 in total.

```
9
CH5NO2 the ωB97M-V functional and the def2-TZVPD basis
C 1.40625 0.83805 -0.17667
N 0.86468 -0.32067 0.13667
O -2.08598 -0.15679 -0.08333
O 1.51648 -1.35785 0.36206
H 0.70798 1.57392 -0.48419
H 2.46849 0.76872 -0.62997
H -3.05889 -0.16068 0.25501
H -0.20578 -0.26751 0.30949
H -1.61323 -0.91721 0.31094
```

The value obtained for the HOMO energy (alpha / beta) is -0.3267 / -0.3267 Eh. As for the SMILES: C=[NH+][O-].O. Its charge is 0.


*b* is preferred energetically. Next in line: 37.4 kJ/mol higher.


*a*
Density functional theory data (the ωB97M-V functional and the def2-TZVPD basis) for a cluster of 2 separate species, CH5NO2 in total.

```
9
CH5NO2 the ωB97M-V functional and the def2-TZVPD basis
C -2.49244 -0.12611 0.03664
N 1.97783 0.61868 -0.15370
O -1.32872 -0.32844 -0.13555
O 2.32993 -0.75359 0.06940
H -3.08345 0.52732 -0.62362
H -3.05205 -0.58548 0.86713
H 2.02557 -1.21450 -0.72324
H 2.59998 1.13421 0.46490
H 1.02335 0.72791 0.19803
```

The value obtained for the HOMO energy is -0.3359 Eh. As for the SMILES: C=O.NO. Its charge is 0.


*b*
Density functional theory data (the ωB97M-V functional and the def2-TZVPD basis) for a cluster of 2 separate species, CH5NO2 in total.

```
9
CH5NO2 the ωB97M-V functional and the def2-TZVPD basis
C -1.46952 1.03156 0.12367
N -0.29941 0.58034 0.45013
O 2.09235 -1.79485 -0.54258
O 0.00392 -0.60686 0.76644
H -1.60086 1.88484 -0.59215
H -2.41568 0.61809 0.37340
H 1.15858 -2.06675 -0.46488
H 0.46740 1.25516 0.10734
H 2.06324 -0.90153 -0.22138
```

The value obtained for the HOMO energy is -0.3508 Eh. As for the SMILES: C=[NH+][O-].O. Its charge is 0.


*a* is preferred energetically. Next in line: 33.8 kJ/mol higher.


*a*
Density functional theory data (the ωB97M-V functional and the def2-TZVPD basis) for a structure of composition C3H5IS.

```
10
C3H5IS the ωB97M-V functional and the def2-TZVPD basis
C 0.60363 1.38507 0.85808
C 0.31022 0.57509 -0.13961
C -0.52570 -0.69748 -0.12668
S -0.34647 -1.81058 -1.58507
I -2.61124 -0.39320 0.16891
H 1.14205 2.34517 0.61348
H 0.04851 1.36613 1.75981
H 0.59155 0.88653 -1.12050
H -0.02825 -1.32400 0.64647
H 0.81570 -2.33275 -1.07489
```

The value obtained for the HOMO energy is -0.3395 Eh. Its charge is 0.


*b*
Density functional theory data (the ωB97M-V functional and the def2-TZVPD basis) for a cluster of 3 separate species, C3H5IS in total.

```
10
C3H5IS the ωB97M-V functional and the def2-TZVPD basis
C 1.16137 0.55201 -0.52856
C 1.15597 -0.33414 0.27335
C -1.74865 0.77008 0.02831
S -2.20139 -0.55255 0.96673
I 4.72283 -1.57931 -0.00387
H 1.22038 1.34135 -1.21720
H 1.13044 -1.11511 0.97686
H -1.67083 1.71483 0.52573
H -1.62648 0.68712 -1.03095
H -2.14364 -1.48428 0.00960
```

The value obtained for the HOMO energy (alpha / beta) is -0.3687 / -0.2617 Eh. Its charge is 0.


*a* is preferred energetically. Next in line: 333.2 kJ/mol higher.


*a*
Density functional theory data (the ωB97M-V functional and the def2-TZVPD basis) for a cluster of 3 separate species, C3H9NO2S2 in total.

```
17
C3H9NO2S2 the ωB97M-V functional and the def2-TZVPD basis
C 0.69917 1.11406 1.18755
C 1.80931 1.57361 -0.96471
C 0.54409 1.46603 -0.22240
N -2.72607 -1.51540 -0.66093
O 1.02637 -3.50601 -0.00524
O -0.36835 -2.08391 1.39445
S -0.92592 1.57068 -0.87725
S -0.33303 -3.04129 0.28865
H -0.09994 1.58682 1.76813
H 1.56693 1.52297 1.63705
H 0.93776 0.01017 1.28949
H 1.67504 1.92846 -1.95875
H 2.44602 2.23575 -0.50672
H 2.00083 0.47689 -0.91853
H -3.56576 -1.14999 -0.14173
H -1.97339 -1.37836 0.00542
H -2.71303 -0.81048 -1.31447
```

The value obtained for the HOMO energy is -0.3156 Eh. Its charge is 0.


*b*
Density functional theory data (the ωB97M-V functional and the def2-TZVPD basis) for a cluster of 2 separate species, C3H9NO2S2 in total.

```
17
C3H9NO2S2 the ωB97M-V functional and the def2-TZVPD basis
N -0.87801 -0.25277 -0.82334
C -0.10896 -1.20242 -0.04514
C -0.98546 -2.43886 0.29540
O -0.96860 -2.93116 1.38352
C 0.44288 -0.80643 1.33077
S 2.07081 -0.02306 1.24231
S 1.83342 1.72101 0.23368
H -1.56370 0.08609 -0.37074
H -0.24387 0.53152 -0.92400
H 0.72852 -1.69026 -0.70193
H -1.60460 -2.77339 -0.57114
H 0.90311 -1.79968 1.68619
H -0.33930 -0.55827 1.91180
H 2.71405 1.83099 -0.89908
H 0.12043 3.21706 -1.28704
H -1.37449 3.54928 -0.85924
O -0.74623 3.54035 -1.60202
```

The value obtained for the HOMO energy is -0.3270 Eh. As for the SMILES: N[C@H](C=O)CSS.O. Its charge is 0.


*a* is preferred energetically. Next in line: 25.9 kJ/mol higher.